<one>
Below is 2 unconnected molecules or ions with the total composition C4H14NO2, with properties calculated with ωB97M-V/def2-TZVPD.

Properties
HOMO-LUMO gap in Ha: 0.4307
LUMO energy in eV: -3.2
Charge: +1
Multiplicity: 1

```
21
C4H14NO2, DFT ωB97M-V/def2-TZVPD
C 0.083 1.361 0.413
C 0.435 -0.015 -0.100
C -0.915 -0.915 -0.082
C -1.878 -0.701 1.075
O -0.424 -2.237 -0.029
N 1.366 -0.732 0.829
H -0.524 1.944 -0.283
H -0.673 1.304 1.197
H 0.855 2.016 0.817
H 0.796 0.057 -1.116
H -1.363 -0.676 -1.051
H -2.253 0.285 1.325
H -2.780 -1.311 0.981
H -1.405 -1.125 1.969
H -0.986 -2.831 -0.491
H 1.273 -1.754 0.829
H 2.357 -0.589 0.634
H 1.183 -0.398 1.786
H 1.043 2.599 -2.812
H 2.000 1.633 -3.357
O 1.809 2.086 -2.536
```

<two>
Below is 3 unconnected molecules or ions with the total composition C4H14NO2, with properties calculated with ωB97M-V/def2-TZVPD.

Properties
HOMO-LUMO gap in Ha: 0.4135
LUMO energy in eV: -2.9
Charge: +1
Multiplicity: 1

```
21
C4H14NO2, DFT ωB97M-V/def2-TZVPD
C -0.638 -1.883 -0.234
C 0.312 -1.198 0.765
C 0.970 0.059 0.255
C 2.264 0.311 0.225
N 0.013 1.116 -0.130
H -0.994 -2.811 0.213
H -0.075 -2.160 -1.126
H -1.471 -1.232 -0.456
H 1.108 -1.868 1.065
H -0.250 -0.888 1.653
H 3.022 -0.411 0.475
H 2.636 1.256 -0.175
H 0.447 2.028 -0.326
H -0.552 0.782 -0.927
H -0.596 1.253 0.717
H -1.680 2.664 2.517
H -2.006 1.186 2.704
O -1.600 1.807 2.082
H -1.052 -0.244 -3.156
H 0.438 -0.019 -3.353
O -0.295 0.252 -2.788
```

<three>
Below is 3 unconnected molecules or ions with the total composition C4H14NO2, with properties calculated with ωB97M-V/def2-TZVPD.

Properties
HOMO-LUMO gap in Ha: 0.3774
LUMO energy in eV: -4.9
Charge: +1
Multiplicity: 1

```
21
C4H14NO2, DFT ωB97M-V/def2-TZVPD
C -2.689 1.191 0.890
C -1.519 0.115 0.857
C -0.989 -0.303 -0.583
C 1.309 -0.706 -1.400
N 0.444 -0.841 -0.471
H -2.943 1.457 1.888
H -2.524 2.020 0.330
H -3.584 0.646 0.532
H -0.622 0.572 1.414
H -1.790 -0.693 1.459
H -1.730 -1.069 -0.881
H -1.097 0.422 -1.429
H 0.958 -0.257 -2.362
H 2.398 -0.804 -1.036
H 0.728 -1.751 0.083
H 0.672 -1.431 2.229
H 1.286 -2.835 2.586
O 1.308 -2.129 1.959
H 1.536 2.638 -0.686
H 1.317 2.803 -2.268
O 1.892 2.427 -1.603
```

Compare the structures above. Which one is the least stable? <three> is.